(1)
# C3H6HgMgO5

C3H6HgMgO5 as an isolated structure at a distorted geometry (wB97M-V/def2-TZVPD, the Open Molecules 2025 dataset).

Calculated values
strongest force on any atom	0.08619	Eh/bohr
HOMO energy (spin up / spin down)	-2.885 / -4.213	eV
expectation value of S²	0.756
net charge	-1
energy	-23064.7650	eV
2S+1	2
frontier orbital gap (spin up / spin down)	5.85 / 6.29	eV

```
16
C3H6HgMgO5 | the Open Molecules 2025 dataset | wB97M-V/def2-TZVPD
H 1.072 1.002 2.770
C 0.332 0.232 2.464
C 0.405 0.071 0.951
O 1.608 -0.409 0.422
Mg -2.461 0.870 1.628
O -0.962 0.577 2.821
H 0.659 -0.722 2.927
H 0.152 1.059 0.511
H -0.386 -0.659 0.682
C 1.441 -0.647 -1.326
O 0.472 -0.032 -1.906
O 2.717 -0.411 -1.839
H 2.862 0.540 -1.816
Hg -1.552 0.481 -1.611
O 1.286 -1.990 -1.128
H 1.422 -1.958 0.049
```

***

(2)
# C8H16AlO2

C8H16AlO2 as an isolated structure at a distorted geometry (wB97M-V/def2-TZVPD, the Open Molecules 2025 dataset).

Calculated values
strongest force on any atom	0.04261	Eh/bohr
HOMO energy	-20.172	eV
net charge	+3
energy	-19208.1255	eV
frontier orbital gap	2.22	eV

```
27
C8H16AlO2 | the Open Molecules 2025 dataset | wB97M-V/def2-TZVPD
Al 14.056 4.496 -8.213
C 16.599 -0.240 -8.857
C 15.349 -0.412 -9.798
C 14.731 0.963 -9.939
O 15.236 1.799 -8.896
C 16.499 1.250 -8.573
H 17.468 -0.630 -9.390
H 16.474 -0.856 -7.965
H 14.683 -1.088 -9.255
H 15.527 -0.944 -10.730
H 13.640 0.986 -10.013
H 15.129 1.484 -10.848
H 16.761 1.565 -7.548
H 17.315 1.781 -9.127
C 16.826 8.519 -5.908
C 16.189 7.805 -4.708
C 16.061 6.420 -5.322
O 15.613 6.611 -6.637
C 16.253 7.804 -7.105
H 17.921 8.404 -5.811
H 16.582 9.579 -6.065
H 15.162 8.185 -4.613
H 16.584 7.910 -3.702
H 15.465 5.751 -4.690
H 17.029 5.861 -5.361
H 15.435 8.367 -7.594
H 17.102 7.612 -7.801
```

***

(3)
# C33H42BCl3LaN7S8

C33H42BCl3LaN7S8 as an isolated structure at a distorted geometry (wB97M-V/def2-TZVPD, the Open Molecules 2025 dataset).

Calculated values
strongest force on any atom	0.02473	Eh/bohr
HOMO energy	-11.384	eV
net charge	+2
energy	-171109.1039	eV
frontier orbital gap	4.42	eV

```
95
C33H42BCl3LaN7S8 | the Open Molecules 2025 dataset | wB97M-V/def2-TZVPD
La -0.475 -0.260 -0.007
C 3.032 -3.250 3.376
C 3.551 -2.465 2.219
C 4.748 -2.722 1.626
C 5.217 -1.964 0.513
N 4.506 -0.984 0.038
N 3.332 -0.709 0.653
B 2.816 0.593 0.167
N 2.996 0.917 -1.274
N 3.819 1.980 -1.405
C 4.249 2.265 -2.601
C 3.841 1.486 -3.720
C 2.993 0.429 -3.589
C 2.523 -0.392 -4.741
C 2.539 0.143 -2.266
S 1.446 -1.141 -1.930
C 5.192 3.439 -2.763
C 4.518 4.477 -3.670
C 5.516 4.069 -1.410
C 6.487 2.934 -3.415
N 2.726 1.704 1.131
N 3.734 1.643 2.037
C 3.934 2.691 2.777
C 3.123 3.857 2.626
C 2.088 3.901 1.745
C 1.206 5.091 1.572
C 1.853 2.714 0.980
S 0.524 2.542 -0.076
C 5.049 2.644 3.801
C 5.815 1.326 3.714
C 4.420 2.787 5.194
C 6.008 3.813 3.535
C 2.788 -1.383 1.678
S 1.257 -0.940 2.294
C 6.545 -2.274 -0.146
C 6.466 -3.685 -0.743
C 7.644 -2.219 0.924
C 6.854 -1.263 -1.249
H 3.663 -4.115 3.565
H 2.010 -3.582 3.192
H 3.007 -2.630 4.274
H 5.359 -3.535 1.995
H 4.202 1.760 -4.702
H 2.985 -0.057 -5.666
H 1.439 -0.321 -4.840
H 2.761 -1.445 -4.586
H 3.583 4.835 -3.236
H 4.305 4.082 -4.663
H 5.181 5.332 -3.795
H 4.622 4.458 -0.924
H 6.208 4.896 -1.562
H 5.984 3.351 -0.737
H 6.320 2.538 -4.417
H 6.958 2.157 -2.812
H 7.189 3.761 -3.508
H 3.332 4.719 3.245
H 1.520 5.899 2.229
H 0.168 4.837 1.793
H 1.234 5.441 0.540
H 5.166 0.473 3.917
H 6.613 1.330 4.455
H 6.261 1.187 2.729
H 3.704 1.987 5.388
H 3.909 3.742 5.317
H 5.200 2.735 5.953
H 6.395 3.787 2.515
H 6.856 3.745 4.216
H 5.539 4.782 3.701
H 6.267 -4.442 0.016
H 7.417 -3.935 -1.212
H 5.687 -3.749 -1.505
H 7.536 -3.007 1.670
H 7.654 -1.257 1.438
H 8.615 -2.355 0.449
H 6.097 -1.280 -2.033
H 7.815 -1.511 -1.697
H 6.911 -0.247 -0.854
C -4.334 3.363 -1.815
S -5.585 2.088 -2.068
C -5.123 0.841 -0.917
C -3.962 0.175 -0.779
S -2.528 0.314 -1.792
S -3.940 -1.051 0.482
C -5.597 -0.874 1.034
S -6.240 -1.796 2.202
S -6.418 0.381 0.174
H -4.543 4.107 -2.582
H -3.329 2.978 -1.960
H -4.437 3.826 -0.836
Cl 0.769 -5.694 -0.998
C -0.594 -5.428 0.098
Cl -2.050 -6.225 -0.468
Cl -0.182 -5.905 1.747
C -0.849 -3.973 0.116
N -1.081 -2.851 0.136
```

***

(4)
# C4H6N2

A 2-piece molecular cluster, C4H6N2 overall at a distorted geometry (wB97M-V/def2-TZVPD, the Open Molecules 2025 dataset).

Calculated values
strongest force on any atom	0.07784	Eh/bohr
HOMO energy	-7.957	eV
energy	-7221.7005	eV
frontier orbital gap	9.00	eV

```
12
C4H6N2 | the Open Molecules 2025 dataset | wB97M-V/def2-TZVPD
C -0.027 -0.612 -0.950
C -0.183 2.099 -0.763
C -0.176 -1.425 1.253
C 0.531 -0.674 0.216
N -0.444 -0.741 -2.081
N 0.479 2.822 -0.151
H -1.100 -0.185 -2.567
H -1.274 -1.387 0.866
H -0.124 -2.481 1.221
H 0.008 -0.903 2.239
H 1.266 -0.046 0.442
H 1.045 3.533 0.276
```